{
  "formula": "C5H7NO",
  "method": "wB97M-V/def2-TZVPD",
  "elements": ["C", "C", "C", "O", "C", "N", "C", "H", "H", "H", "H", "H", "H", "H"],
  "coordinates": [[-1.394760, -0.460492, 0.373749], [-0.725636, 0.516571, -0.558087], [0.478008, 1.324326, -0.059363], [1.252079, 0.591515, 0.903842], [1.580894, -0.718650, 0.596456], [0.928965, -1.508971, -0.152286], [-0.375402, -0.963358, -0.639281], [-1.074615, -0.390722, 1.409905], [-2.448298, -0.743310, 0.277805], [-1.359781, 1.010833, -1.312188], [0.192728, 2.284640, 0.395953], [1.148112, 1.544934, -0.905127], [2.478621, -0.954226, 1.180043], [-0.680914, -1.533091, -1.511427]],
  "forces_ev_per_angstrom": [[0.2176, -0.1093, 0.0964], [0.4480, -0.1081, 0.0487], [-0.3659, -0.1463, -0.2902], [-0.0109, -0.3355, -0.0738], [-0.5699, 0.7793, 0.0473], [-0.6106, 1.4367, 0.3734], [0.4991, -0.3482, 0.0582], [0.0812, -0.2770, -0.1226], [0.4534, 0.2979, -0.2695], [0.6109, -0.4331, 0.1683], [0.1404, -0.4564, 0.1029], [-0.2732, -0.0431, 0.0641], [-0.2792, -0.3820, -0.5029], [-0.3407, 0.1250, 0.2998]],
  "lowdin_charge": [-0.06, -0.21, -0.14, -0.09, -0.22, 0.10, -0.24, 0.11, 0.10, 0.14, 0.13, 0.13, 0.13, 0.12],
  "gap_ha": 0.3796,
  "total_charge": 0,
  "smiles": "C1=N[C@H]2C[C@H]2CO1"
}

{
  "formula": "C5H7NO",
  "method": "wB97M-V/def2-TZVPD",
  "elements": ["C", "C", "C", "C", "C", "N", "O", "H", "H", "H", "H", "H", "H", "H"],
  "coordinates": [[-1.945391, -0.540791, -0.042686], [0.448020, -0.432800, -0.385163], [1.443896, -1.533912, -0.070294], [-0.872075, 0.281685, 0.174699], [-0.985404, 1.735436, 0.587438], [-2.752154, -1.365150, -0.305216], [2.713433, -1.176267, -0.036357], [1.163911, 0.439242, -0.506359], [0.024888, -0.807676, -1.360668], [1.233079, -2.574615, -0.224029], [0.055257, 2.183032, 0.641444], [-1.475034, 1.852879, 1.551804], [-1.887517, 2.205738, -0.072051], [2.835085, -0.266796, 0.047433]],
  "forces_ev_per_angstrom": [[-1.8815, -1.7949, -0.4042], [0.1082, 1.5131, -0.6246], [-0.9957, 2.6515, -0.2800], [1.7900, -1.0100, 0.4584], [-1.2157, -0.2215, -0.9508], [1.1409, 1.3972, 0.4161], [-0.6414, -3.9925, 0.3141], [-0.8330, -0.5736, -0.4384], [0.6792, 0.1179, 0.1949], [0.1843, -0.3989, 0.3116], [-1.5688, 0.0942, -0.5080], [0.4435, -0.1396, 0.5318], [2.7155, -0.4047, 0.8172], [0.0745, 2.7618, 0.1617]],
  "lowdin_charge": [-0.34, -0.13, -0.02, -0.32, -0.11, 0.10, 0.11, 0.11, 0.13, 0.13, 0.08, 0.05, 0.12, 0.08],
  "gap_ha": [0.1962, 0.1483],
  "total_charge": 0
}

{
  "formula": "C5H7NO",
  "method": "wB97M-V/def2-TZVPD",
  "elements": ["N", "C", "O", "C", "C", "C", "C", "H", "H", "H", "H", "H", "H", "H"],
  "coordinates": [[1.408247, -1.950550, 0.582635], [1.298864, -0.647500, 0.308715], [1.934832, 0.205106, -0.277149], [-0.146096, 1.881864, -0.364090], [-1.017003, 0.990196, 0.108297], [-1.099337, -0.422321, -0.455836], [-0.106064, -0.901408, 0.561528], [2.078956, -2.385239, -0.068103], [0.355982, 1.746913, -1.316409], [0.105616, 2.776816, 0.195458], [-1.526032, 1.171795, 1.053668], [-0.692592, -0.474683, -1.469150], [-2.094111, -0.880717, -0.410841], [-0.501259, -1.110272, 1.551284]],
  "forces_ev_per_angstrom": [[-0.0320, 0.2306, 0.0645], [0.2254, 0.3029, -0.0924], [0.2215, -0.2665, 0.3378], [-0.4274, 0.1318, -0.0663], [-0.0951, 0.4614, -0.2079], [0.1648, -0.0543, -0.0039], [0.1957, -0.4993, -0.0489], [-0.7130, -0.2652, -0.0515], [0.0203, -0.0757, 0.2623], [-0.2660, 0.0414, -0.1463], [0.0588, -0.0472, -0.1428], [-0.0897, 0.1108, 0.1426], [0.3387, 0.0606, 0.0985], [0.3979, -0.1313, -0.1456]],
  "lowdin_charge": [0.17, -0.62, 0.04, 0.03, -0.19, -0.14, -0.02, 0.10, 0.07, 0.07, 0.11, 0.13, 0.11, 0.13],
  "gap_ha": 0.3505,
  "total_charge": 0
}

{
  "formula": "C5H7NO",
  "method": "wB97M-V/def2-TZVPD",
  "elements": ["C", "C", "C", "C", "O", "C", "N", "H", "H", "H", "H", "H", "H", "H"],
  "coordinates": [[0.647366, -0.072347, 1.503926], [0.808036, 0.384860, 0.046211], [-0.096836, -0.310159, -0.995822], [-1.232370, -1.221671, -0.629989], [-1.617804, -1.496204, 0.480026], [0.301434, 1.894128, -0.226645], [-0.429467, 2.609407, -0.788302], [-0.255705, 0.393565, 1.884043], [1.506047, 0.237807, 2.100696], [0.496037, -1.150508, 1.641264], [1.853238, 0.335060, -0.270781], [-0.613582, 0.583595, -1.313409], [0.426941, -0.630911, -1.899336], [-1.793335, -1.556622, -1.531882]],
  "forces_ev_per_angstrom": [[-0.0846, 0.3583, 0.0684], [-0.2443, 1.3911, 0.0028], [-0.1625, 0.3035, -0.1997], [0.0166, -0.0251, 0.3083], [0.1320, 0.0111, -0.5072], [-0.4442, -1.2813, -0.3235], [1.5686, -0.1576, 1.3691], [-0.0178, -0.0214, 0.3294], [-0.1038, 0.1029, -0.0219], [0.2462, 0.3267, -0.4698], [-0.1851, 0.0587, 0.0624], [-0.9014, -0.6389, -1.0428], [0.0820, -0.3261, 0.2497], [0.0984, -0.1019, 0.1748]],
  "lowdin_charge": [-0.07, -0.27, -0.15, -0.24, 0.05, -0.13, 0.12, 0.08, 0.08, 0.08, 0.12, 0.07, 0.13, 0.13],
  "gap_ha": 0.3920,
  "total_charge": 0,
  "smiles": "C[C@H](C#N)CC=O"
}

{
  "formula": "C5H7NO",
  "method": "wB97M-V/def2-TZVPD",
  "elements": ["C", "N", "C", "C", "C", "C", "O", "H", "H", "H", "H", "H", "H", "H"],
  "coordinates": [[-1.734740, -0.699111, -0.113385], [-2.014996, 0.511153, -0.938021], [-0.748908, 0.340264, -0.319898], [1.239722, -0.771961, 1.298457], [1.755693, -0.192563, 0.018614], [0.637492, 0.678748, -0.519840], [-0.131789, 1.239993, 0.579504], [-2.149475, -0.787797, 0.883591], [-1.676699, -1.618085, -0.685147], [-2.533357, 1.202936, -0.400459], [1.972431, -0.549426, 2.094194], [1.921310, -1.063932, -0.636382], [2.690363, 0.385673, 0.035531], [0.880497, 1.401432, -1.295591]],
  "forces_ev_per_angstrom": [[0.1907, -0.2285, 0.2636], [0.0457, 0.3424, -0.2177], [0.0751, 0.0826, 0.3615], [0.1942, -0.0217, -0.0761], [-0.0298, 0.0706, -0.0858], [0.2049, -0.0821, -0.3653], [-0.4349, -0.0603, 0.0818], [-0.0813, 0.0699, -0.0638], [-0.0160, 0.0401, 0.0777], [-0.0562, -0.0792, -0.1088], [0.0392, -0.0615, 0.0013], [-0.0621, 0.0582, -0.0191], [-0.1385, -0.0415, 0.1054], [0.0688, -0.0891, 0.0453]],
  "lowdin_charge": [-0.06, 0.09, -0.50, 0.19, -0.25, -0.20, 0.01, 0.11, 0.11, 0.11, 0.01, 0.13, 0.10, 0.15],
  "gap_ha": [0.3112, 0.3111],
  "total_charge": 0
}

{
  "formula": "C5H7NO",
  "method": "wB97M-V/def2-TZVPD",
  "elements": ["C", "C", "C", "N", "C", "O", "C", "H", "H", "H", "H", "H", "H", "H"],
  "coordinates": [[1.072769, -0.861823, -1.503966], [-0.079189, -0.432828, -0.567516], [-0.578208, -1.459392, 0.349891], [-0.997087, -1.986464, 1.291463], [0.247601, 0.585896, 0.610314], [1.330007, 0.529082, 1.142161], [-0.849712, 1.515945, 1.130704], [2.042118, -0.957555, -0.993616], [0.799188, -1.826282, -1.959756], [1.187383, -0.136208, -2.322410], [-0.942189, -0.148863, -1.193307], [-0.713770, 2.574336, 0.828319], [-0.784873, 1.471825, 2.230133], [-1.848323, 1.201771, 0.798070]],
  "forces_ev_per_angstrom": [[-0.0535, -0.0162, 0.0917], [-0.0065, 0.1632, 0.1541], [-0.5449, -0.6485, 0.9922], [0.2885, 0.0023, -0.9985], [0.6912, 0.6629, -0.3724], [-0.5725, 0.1008, -0.5571], [-0.1166, -0.1668, 0.0708], [-0.4813, 0.0030, 0.0145], [0.2130, 0.3146, 0.1695], [-0.0826, -0.1337, 0.3547], [0.2859, 0.2876, 0.3989], [0.2329, -0.6855, -0.0115], [-0.1387, 0.0849, -0.4480], [0.2852, 0.0314, 0.1411]],
  "lowdin_charge": [-0.05, -0.27, -0.21, 0.18, -0.41, 0.10, -0.01, 0.09, 0.08, 0.08, 0.15, 0.09, 0.09, 0.08],
  "gap_ha": 0.3935,
  "total_charge": 0,
  "smiles": "CC(=O)[C@@H](C)C#N"
}

{
  "formula": "C5H7NO",
  "method": "wB97M-V/def2-TZVPD",
  "elements": ["N", "C", "O", "C", "C", "C", "C", "H", "H", "H", "H", "H", "H", "H"],
  "coordinates": [[1.286486, 1.373640, -1.565347], [0.426182, 0.880214, -0.785487], [-0.813048, 0.390247, -1.151312], [-1.496821, -0.181134, -0.023247], [-0.427644, -0.410331, 1.024577], [0.788641, -1.015492, 0.435561], [0.671318, 0.498491, 0.602914], [0.828311, 1.669409, -2.421678], [-1.958933, -1.118260, -0.342388], [-2.265948, 0.517877, 0.323196], [-0.661503, -0.643580, 2.052602], [0.637482, -1.590269, -0.490999], [1.636148, -1.330148, 1.002006], [1.349328, 0.959337, 1.339602]],
  "forces_ev_per_angstrom": [[-0.7481, 0.8953, 0.3053], [-0.0841, 0.5118, -0.1304], [0.0246, 0.4012, -0.0692], [-0.1056, -0.1745, 0.1701], [-0.0432, -0.1872, 0.2296], [0.2809, -0.9238, 0.1641], [0.7451, -0.6249, 0.0694], [0.1705, -0.4208, -0.4582], [-0.0452, 0.1564, -0.1424], [0.0842, -0.1321, -0.0119], [-0.2580, 0.4682, 0.0401], [0.4412, 0.9427, 0.0930], [-0.1172, -0.8479, 0.7569], [-0.3451, -0.0642, -1.0163]],
  "lowdin_charge": [0.16, -0.46, -0.02, -0.13, -0.21, -0.06, -0.13, 0.06, 0.13, 0.13, 0.14, 0.14, 0.10, 0.16],
  "gap_ha": 0.3842,
  "total_charge": 0,
  "smiles": "[H]/N=C1\\OC[C@H]2C[C@@H]12"
}

{
  "formula": "C5H7NO",
  "method": "wB97M-V/def2-TZVPD",
  "elements": ["C", "C", "N", "C", "C", "C", "O", "H", "H", "H", "H", "H", "H", "H"],
  "coordinates": [[1.945121, 0.197514, 0.108457], [0.471204, -0.106786, 0.194181], [-0.100542, -0.972981, 1.227719], [-0.637468, -1.127326, -0.077245], [-1.720054, 0.138373, -0.484530], [-0.465962, 0.926313, -0.350126], [-0.209629, 1.965015, -0.902107], [2.253497, 0.449857, -0.909288], [2.585167, -0.591262, 0.500012], [2.126690, 1.101626, 0.710271], [-0.786049, -0.608226, 1.875395], [-0.796849, -2.111784, -0.490451], [-2.582166, 0.482449, 0.122159], [-2.082958, 0.257218, -1.524447]],
  "forces_ev_per_angstrom": [[0.0788, -0.2152, -0.0417], [0.1589, 0.4603, 0.1149], [-0.5366, 0.2351, 0.0104], [-2.1336, 0.7111, -0.8449], [0.5329, -1.1429, 0.3990], [0.0091, 1.1486, -0.3501], [0.4058, 0.1845, 0.2984], [-0.1470, -0.1212, 0.0733], [-0.1692, -0.1153, -0.0543], [-0.1382, -0.2646, -0.1200], [0.1745, 0.5879, 0.2053], [0.6663, 0.0018, -0.3805], [0.6292, -0.8433, 0.3372], [0.4690, -0.6267, 0.3529]],
  "lowdin_charge": [-0.01, -0.34, 0.09, -0.13, 0.00, -0.42, 0.10, 0.08, 0.08, 0.09, 0.11, 0.12, 0.11, 0.11],
  "gap_ha": 0.3728,
  "total_charge": 0,
  "smiles": "C[C@]12N[C@H]1CC2=O"
}